114
Properties=species:S:1:pos:R:3:forces:R:3:mulliken_charge:R:1 method="wB97M-V/def2-TZVPD" lumo_ev=0.03 e_above_lowest_kcal_mol=20.6 gap_ev=9.31 e_tot_ha=-6530.1884 homo_energy_ev=-9.284 total_charge=0
C 4.90261 -4.48871 6.94343 -0.45 -0.30 -0.24 -1.24
C 4.26718 -4.59792 5.55376 0.71 -0.53 0.55 -0.28
O 4.48356 -3.41800 4.78807 -0.41 0.29 -0.20 -0.29
C 3.41345 -3.24046 3.88085 -0.35 -0.74 0.84 -1.24
C 3.83188 -2.42818 2.64871 0.94 -1.00 0.77 -0.20
Br 4.95232 -3.69865 1.59142 -0.23 0.33 0.00 -0.06
O 2.93276 -1.95229 1.77206 -0.18 0.73 -0.33 1.00
C 1.63520 -1.43394 2.04121 -1.57 -0.26 1.28 1.54
C 0.62485 -2.57165 2.48319 0.41 -0.23 0.46 -1.63
C 0.85077 -3.97363 2.00615 -2.28 0.46 0.60 0.43
O 1.76512 -4.50447 1.54737 2.42 -0.94 -1.04 -0.33
F -0.28069 -4.73883 2.17571 -0.18 0.53 0.27 -0.39
C 1.57449 -0.45593 3.26588 -0.15 0.52 -0.52 -1.47
C 1.77705 1.05889 3.13081 0.30 1.05 1.05 1.13
C 3.15215 1.61660 2.79384 -0.60 0.53 -0.56 -2.03
O 1.47352 1.61409 4.44123 -0.14 -0.46 -0.17 -0.67
C 1.00150 -0.81484 0.73500 0.58 0.47 -0.49 0.45
C 1.84707 0.23124 -0.02055 0.52 0.01 -0.55 -0.84
C 3.28036 -0.09148 -0.50859 0.22 0.35 -1.00 -0.84
C 3.34722 -0.21237 -2.06487 0.55 0.03 0.89 -1.03
N 4.63723 -0.73922 -2.51392 -0.28 -0.10 -0.03 -0.77
C 0.49740 -1.86618 -0.28832 0.03 -0.28 -0.23 0.09
C 1.46222 -2.85560 -0.90203 -2.70 0.18 -0.36 -0.90
O 2.58758 -3.00866 -0.76158 3.03 -0.08 0.40 -0.20
I 0.47867 -4.23364 -2.31739 -0.30 0.16 0.01 -0.08
O -0.17951 -0.18343 1.24963 0.46 -0.38 -0.15 -0.22
C -0.98311 0.60540 0.40064 -2.35 1.36 -0.17 0.11
C -2.47406 0.20855 0.67831 0.83 -0.28 -0.13 -0.75
C -3.05460 -0.81809 -0.32739 -0.58 0.58 0.57 -1.39
C -3.84702 -1.98778 0.29739 -0.10 -0.62 -0.29 0.52
C -4.64982 -1.60675 1.54005 0.00 0.29 0.34 -1.53
C -2.96759 -3.23168 0.53525 -0.06 0.67 -0.03 -1.13
C -0.90471 2.13230 0.68078 0.20 -0.72 -0.29 -1.27
C -1.46975 2.97028 -0.48005 0.75 1.28 0.46 0.51
C -2.18196 4.24756 -0.00155 0.37 -0.56 -0.57 -1.31
F -2.27381 2.25956 -1.36894 -0.20 -0.28 0.19 -0.38
S 5.21838 -1.20592 3.15636 2.25 -0.49 -1.44 1.43
O 5.43501 -0.30254 2.08376 -1.81 1.44 -0.17 -0.64
O 6.42034 -1.89453 3.41850 0.27 -1.07 1.62 -0.59
F 4.79998 -0.51098 4.51405 -0.56 -0.07 -0.64 -0.26
H 5.92740 -4.85657 6.95784 0.09 0.42 -0.06 0.32
H 4.33988 -5.14840 7.61143 0.06 0.12 0.03 0.38
H 4.81158 -3.46694 7.31311 0.21 -0.08 0.03 0.31
H 3.20355 -4.83302 5.68522 -0.02 0.34 -0.23 0.30
H 4.73300 -5.43873 5.02163 -0.25 0.04 -0.08 0.32
H 2.57352 -2.83474 4.46189 0.02 0.40 -0.39 0.26
H 3.11240 -4.24427 3.56646 -0.19 0.29 -0.49 0.80
H -0.41186 -2.32074 2.25731 0.18 0.30 -0.08 -0.17
H 0.65057 -2.62736 3.57687 -0.03 -0.21 -0.08 1.05
H 2.21371 -0.78188 4.09280 0.20 -0.14 -0.32 0.56
H 0.56292 -0.55801 3.67376 0.04 0.04 -0.19 0.77
H 1.06545 1.56439 2.47983 -0.06 -0.72 -0.38 -0.38
H 3.01270 2.69083 2.61801 0.00 -0.10 0.09 0.50
H 3.88250 1.54931 3.59532 -0.03 -0.43 -0.08 0.30
H 3.49346 1.21119 1.84366 0.41 -0.16 0.32 0.43
H 0.56055 1.35541 4.62697 0.15 0.22 0.17 0.43
H 1.86177 1.19490 0.48418 -0.08 -0.28 0.42 0.34
H 1.30783 0.45319 -0.95233 -0.20 -0.06 0.22 0.74
H 3.79110 -0.96614 -0.11480 -0.42 0.07 0.31 -0.30
H 3.91723 0.77179 -0.28329 0.00 -0.19 0.25 0.78
H 2.54444 -0.86599 -2.41708 0.06 0.17 -0.23 0.34
H 3.24804 0.79477 -2.48326 -0.37 -0.19 -0.15 0.52
H 5.37467 -0.27199 -1.99412 0.03 -0.07 -0.11 0.31
H 4.69087 -1.72372 -2.26761 0.09 0.08 0.00 0.31
H 0.08729 -1.33666 -1.15539 0.03 0.04 0.10 1.48
H -0.35971 -2.43686 0.08145 0.15 0.01 0.11 -0.59
H -0.86150 0.51670 -0.68333 0.68 -0.59 0.20 0.36
H -3.08103 1.11449 0.67580 0.00 -0.10 -0.09 0.54
H -2.47755 -0.14290 1.71607 -0.07 -0.14 -0.15 0.37
H -3.76550 -0.26688 -0.95229 0.16 -0.01 -0.04 0.42
H -2.27614 -1.15837 -1.01677 -0.07 -0.25 0.15 0.51
H -4.58250 -2.29538 -0.45697 0.11 0.07 -0.02 0.47
H -5.13768 -0.62982 1.44969 0.07 -0.08 -0.15 0.37
H -5.44240 -2.32390 1.76810 0.16 -0.10 -0.15 0.43
H -4.01327 -1.54848 2.43097 -0.02 -0.04 -0.11 0.29
H -3.55959 -4.13493 0.69202 0.04 0.05 -0.04 0.56
H -2.34094 -3.34524 -0.35458 0.02 -0.38 0.16 0.22
H -2.33076 -3.10095 1.41846 0.02 -0.01 -0.10 0.08
H -1.46596 2.35234 1.59345 0.28 -0.03 0.09 0.44
H 0.13973 2.43718 0.78214 -0.14 0.08 0.28 0.25
H -0.61584 3.33222 -1.06439 -0.11 -0.41 -0.29 0.40
H -2.58233 4.15270 1.00728 -0.20 0.07 -0.15 0.36
H -2.94140 4.49551 -0.73855 -0.22 -0.03 0.26 0.25
H -1.46827 5.07122 -0.05004 -0.07 0.00 0.32 0.32
C -1.79905 7.05700 -3.69202 0.46 -0.21 -0.12 -0.42
C -2.59858 8.33387 -3.67446 -0.33 -0.10 -0.20 0.24
O -3.64569 8.03467 -2.77369 0.51 -0.02 0.18 -0.31
C -3.15089 7.11147 -1.89326 -0.21 -0.17 0.25 0.63
O -3.65509 6.83240 -0.86056 -0.03 0.10 -0.14 -0.47
O -1.99644 6.56424 -2.36489 -0.24 0.31 -0.09 -0.25
F -3.13157 8.60459 -4.89434 -0.02 0.09 0.01 -0.23
H -2.19030 6.33491 -4.41073 -0.14 0.14 -0.04 0.29
H -0.74356 7.22233 -3.89571 0.02 -0.06 0.22 0.28
H -2.04868 9.20658 -3.31786 -0.06 0.08 -0.14 0.24
C -5.51183 9.12916 -7.16536 0.22 0.21 0.43 -0.18
C -5.21301 8.64002 -8.55814 -0.25 -0.44 -0.01 0.29
O -6.42686 8.88479 -9.24115 0.26 0.46 0.20 -0.31
C -7.01239 9.95692 -8.62250 -0.34 0.15 0.01 0.62
O -7.89544 10.59566 -9.08035 0.01 -0.07 0.02 -0.48
O -6.43470 10.19190 -7.41244 0.07 -0.23 -0.35 -0.32
F -4.95990 7.30740 -8.57372 0.06 0.00 -0.09 -0.28
H -5.99246 8.36453 -6.55271 0.02 -0.13 -0.17 0.23
H -4.62717 9.49081 -6.64807 -0.11 0.20 -0.01 0.13
H -4.39960 9.16879 -9.05891 0.06 -0.14 -0.04 0.31
C 1.44502 -8.93345 -1.20466 0.46 -0.05 0.23 -0.45
C 0.37868 -7.96586 -1.64495 -0.03 -0.03 -0.41 0.57
O -0.77813 -8.77989 -1.70024 0.23 0.01 0.50 -0.33
C -0.59822 -9.77329 -0.77737 -0.16 -0.29 0.05 0.62
O -1.45944 -10.47327 -0.36802 0.03 0.00 -0.06 -0.49
O 0.70394 -9.84283 -0.38796 -0.24 0.23 -0.21 -0.32
F 0.63268 -7.47579 -2.88395 -0.09 -0.04 -0.02 -0.25
H 1.88446 -9.47360 -2.04504 -0.13 0.11 -0.12 0.28
H 2.23977 -8.45493 -0.63679 -0.10 -0.10 0.17 0.27
H 0.20934 -7.13658 -0.95528 0.02 0.10 -0.13 0.07

***

108
Properties=species:S:1:pos:R:3:forces:R:3:mulliken_charge:R:1 method="wB97M-V/def2-TZVPD" lumo_ev="-8.03 / -8.11" e_above_lowest_kcal_mol=127.6 gap_ev="4.08 / 3.99" s2=0.77 e_tot_ha=-3903.3941 homo_energy_ev="-12.102 / -12.103" multiplicity=2 total_charge=+2
Ir -0.72266 0.17576 1.05673 0.23 -0.42 0.70 4.08
C 3.72693 0.35439 2.64268 -0.17 -0.09 -0.27 -1.32
C 2.23167 0.53314 2.71357 0.67 0.08 1.12 0.15
O 1.54815 0.45788 1.68716 -1.93 0.00 -1.44 -0.47
N 1.73991 0.82294 3.91927 -0.12 0.00 0.05 0.11
C 0.36121 1.20915 4.15493 -0.15 -0.05 -0.31 -0.69
C -0.54936 0.02871 4.36409 0.40 0.49 0.50 0.79
C -0.83708 -0.41705 5.64619 -0.02 -0.03 -0.42 -0.94
C -1.70731 -1.48143 5.81599 -0.01 -0.08 -0.19 -0.79
C -2.25154 -2.07609 4.69088 0.21 0.23 0.06 -1.22
C -1.89048 -1.58958 3.44279 -0.54 -0.65 0.10 -1.24
N -1.05782 -0.57044 3.28743 -0.24 0.08 -1.94 0.57
H 4.14964 1.17875 2.06858 -0.05 0.06 0.00 0.32
H 3.97144 -0.56277 2.11066 -0.05 -0.02 -0.01 0.22
H 4.18641 0.34045 3.62661 -0.01 -0.01 0.05 0.43
H 2.34366 0.76249 4.72533 0.13 0.05 -0.21 0.32
H -0.00209 1.76361 3.28722 0.13 0.11 0.27 -0.88
H 0.33337 1.85791 5.02973 -0.01 0.00 -0.10 0.85
H -0.37994 0.06501 6.49567 0.00 0.14 0.06 0.61
H -1.95211 -1.83012 6.80651 -0.05 -0.07 0.10 0.48
H -2.94194 -2.89900 4.77271 -0.08 -0.08 -0.08 0.61
H -2.29886 -2.02223 2.54353 0.03 -0.04 -0.02 1.17
C -5.15553 2.06335 -0.08273 -0.04 0.09 0.06 -1.71
C -3.85820 1.45684 0.40872 0.22 -0.44 0.67 0.57
O -2.77366 1.57084 -0.48928 -0.06 0.20 -0.67 -0.34
P -3.26055 2.27227 1.92837 -0.73 0.65 0.36 0.14
O -4.21445 1.95422 3.12971 0.19 0.51 -0.29 -0.58
O -3.42253 3.82750 1.72290 0.16 -0.40 -0.29 -0.56
O -1.83246 1.92205 2.19777 1.10 -0.95 -0.69 -0.50
P -4.02448 -0.33403 0.90868 -1.44 0.35 0.16 0.81
O -5.04244 -0.91962 -0.17442 0.88 0.07 0.08 -0.51
O -4.53527 -0.45769 2.30094 -0.11 0.09 0.01 -0.95
O -2.68451 -0.99119 0.62351 2.01 0.99 0.69 -0.19
H -5.01401 3.12356 -0.28949 -0.03 -0.02 0.00 0.44
H -5.91389 1.95029 0.69116 -0.17 0.06 -0.03 0.42
H -5.49931 1.56103 -0.98620 0.03 -0.04 0.03 0.42
H -2.95646 1.01390 -1.26118 0.01 0.15 -0.03 0.36
H -4.46186 0.99614 3.12818 -0.14 -0.44 -0.05 0.42
H -3.71478 4.26967 2.52181 -0.24 0.43 0.30 0.37
H -5.90044 -1.10686 0.20677 -0.49 -0.17 0.14 0.40
C 2.15928 -4.27512 1.26707 -0.14 0.28 0.01 -1.39
C 1.02915 -3.47961 1.91516 0.31 -0.60 0.69 1.39
C -0.08370 -4.42701 2.35325 0.13 0.19 -0.15 -1.32
C 1.58268 -2.71662 3.11348 -0.19 -0.10 -0.32 -1.66
O 0.49151 -2.51326 0.97969 -0.02 0.46 0.17 1.62
Si 0.22013 -2.84093 -0.58808 0.08 0.36 -0.56 -1.97
S -0.94098 -1.07600 -1.14563 1.04 1.08 1.01 -0.58
O 1.47575 -2.87657 -1.58594 -0.26 -0.44 0.13 0.95
C 2.51665 -2.02426 -2.07211 0.45 0.21 -0.27 1.98
C 2.82560 -0.93759 -1.04981 -0.19 -0.24 -0.11 -1.08
C 2.04501 -1.41115 -3.38881 0.02 -0.21 0.31 -1.68
C 3.73172 -2.92424 -2.30677 -0.36 0.18 0.09 -1.81
O -0.66187 -4.15237 -0.74482 -0.12 0.04 0.35 0.32
C -1.00229 -5.07800 -1.79385 -0.05 -0.47 -0.30 1.55
C -1.15875 -4.32956 -3.11042 0.07 -0.03 0.32 -1.47
C -2.31474 -5.73220 -1.37398 0.29 0.23 -0.03 -1.75
C 0.12038 -6.10702 -1.88324 -0.22 0.26 0.07 -1.51
H 2.52012 -5.02542 1.96576 0.03 -0.07 0.02 0.56
H 2.98705 -3.61880 1.00574 0.09 0.04 -0.08 0.25
H 1.81243 -4.77531 0.36806 0.01 -0.21 -0.14 0.16
H 0.32390 -5.19148 3.00871 0.01 -0.07 0.10 0.50
H -0.52086 -4.90454 1.48260 -0.10 -0.10 -0.01 0.02
H -0.85800 -3.88452 2.88814 -0.09 -0.01 0.05 0.18
H 1.90262 -3.42089 3.87618 0.05 -0.05 0.08 0.58
H 0.82261 -2.06851 3.53006 -0.11 0.05 0.17 0.15
H 2.43305 -2.11312 2.81625 0.19 0.07 -0.05 0.12
H 1.93067 -0.36375 -0.81425 0.00 0.13 -0.04 -0.20
H 3.59020 -0.27159 -1.43613 0.12 0.13 -0.02 0.70
H 3.17947 -1.38540 -0.12742 0.12 -0.09 0.21 0.12
H 1.10813 -0.87979 -3.23276 -0.07 0.13 -0.03 0.18
H 1.87940 -2.18923 -4.12770 -0.03 -0.09 -0.12 0.41
H 2.79615 -0.72419 -3.76563 0.07 0.11 -0.10 0.50
H 4.05860 -3.36776 -1.37085 0.08 -0.03 0.14 0.33
H 4.55005 -2.35271 -2.73435 0.11 0.07 -0.04 0.42
H 3.47276 -3.72925 -2.98886 -0.03 -0.06 -0.11 0.37
H -1.87776 -3.52167 -2.99799 -0.21 0.09 -0.03 0.29
H -1.50948 -5.01146 -3.87790 -0.04 -0.02 -0.16 0.60
H -0.20570 -3.90911 -3.41708 0.17 0.04 -0.13 0.16
H -3.08788 -4.97788 -1.25631 -0.12 0.08 -0.02 0.36
H -2.19087 -6.25035 -0.42717 0.01 -0.09 0.10 0.34
H -2.62965 -6.44767 -2.12708 -0.06 -0.10 -0.07 0.45
H 1.06104 -5.61102 -2.10588 0.15 0.04 -0.09 0.17
H -0.09776 -6.82156 -2.67001 0.02 -0.14 -0.10 0.55
H 0.21917 -6.63946 -0.94066 0.00 -0.10 0.09 0.28
N 1.33135 5.33410 -3.99212 -0.03 -0.25 -0.22 0.05
C 1.56544 6.62537 -4.38280 0.03 0.66 0.56 0.74
C 1.94223 7.19210 -5.58842 0.14 0.48 -0.32 -1.00
C 2.09583 8.57248 -5.61428 0.00 -0.77 -0.16 -0.44
C 1.89277 9.35731 -4.47536 -0.16 0.09 0.40 -0.50
C 1.52661 8.80254 -3.26806 -0.02 -0.16 -0.12 -0.81
C 1.37053 7.41048 -3.21157 0.28 -0.10 -1.21 0.60
N 1.04936 6.59660 -2.18154 -0.43 -0.88 0.93 -0.61
C 1.01739 5.36894 -2.66137 0.16 0.91 0.09 -0.25
C 0.68691 4.20790 -1.86734 -0.08 -0.25 0.09 1.31
C 0.54854 2.93223 -2.41740 0.02 0.08 0.46 -1.36
C 0.23711 1.87796 -1.58457 0.06 -0.19 -0.60 -0.15
N 0.05058 2.00696 -0.27471 -0.80 -1.94 -0.06 0.42
C 0.16415 3.21891 0.25951 -0.03 0.61 0.57 -0.61
C 0.47992 4.33577 -0.48982 0.02 -0.38 -0.12 -1.03
H 1.39070 4.52465 -4.58718 0.01 0.08 0.06 0.16
H 2.12645 6.59134 -6.46509 -0.03 -0.02 -0.15 0.39
H 2.38110 9.05111 -6.53861 0.04 0.02 -0.07 0.41
H 2.02295 10.42567 -4.55367 -0.01 0.09 0.02 0.40
H 1.34128 9.40580 -2.39448 0.06 0.08 0.11 0.45
H 0.66671 2.74479 -3.47269 0.02 -0.08 -0.06 0.38
H 0.11883 0.88834 -2.00238 0.03 0.00 0.06 -0.03
H -0.01981 3.30475 1.32013 -0.02 0.00 0.05 0.56
H 0.57167 5.30811 -0.03831 -0.01 0.11 0.16 0.60